# 1
77
Properties=species:S:1:pos:R:3:forces:R:3 method="wB97M-V/def2-TZVPD" homo_energy_ev=-3.79 orbital_gap_ev=3.06 lumo_ev=-0.729 charge=-1
C -4.5396 -0.3826 0.5705 2.8 1.6 -0.5
C -3.5731 0.6622 -0.2114 -1.3 -1.2 -2.2
C -3.7761 0.2976 -1.7560 0.0 -0.8 1.2
Nb -2.3133 1.2925 -3.1729 -1.1 1.9 -4.5
C -3.5799 3.1960 -2.9874 0.0 0.1 1.2
N -3.5035 0.5820 -4.8120 1.2 -1.1 1.5
O -0.9669 2.1745 -4.5476 1.5 -1.6 2.2
C 0.3581 1.7154 -4.3629 -0.8 0.6 0.1
O 0.8546 0.8826 -5.0784 -0.3 0.7 0.5
C 1.1568 2.3345 -3.1666 1.1 0.8 1.5
C 1.0453 3.7318 -2.7562 1.0 -1.0 1.0
C 1.7890 4.2649 -1.5964 0.6 -1.9 0.4
C 2.6995 3.4191 -0.7937 -3.5 -1.5 -2.6
C 2.8138 1.9971 -1.2523 -2.2 1.1 -0.2
C 2.0741 1.4695 -2.4066 0.3 1.9 1.3
O -2.1928 0.4522 0.0528 -1.4 0.3 1.4
C -1.8531 0.6301 1.4183 2.0 -0.5 0.3
C -0.9737 -0.6225 1.8363 0.9 -1.5 0.9
C -0.6727 -1.6894 0.8563 1.1 -1.1 1.3
C 0.1840 -2.8734 1.1641 -1.0 2.9 1.7
C 0.7594 -2.9644 2.5166 -1.2 1.2 -0.8
C 0.4683 -1.9525 3.5280 -0.9 1.1 -1.5
C -0.4245 -0.7185 3.2032 1.1 -2.2 -3.6
H -4.8427 0.1233 1.5709 1.3 -0.9 -1.5
H -5.5077 -0.6010 -0.0358 4.9 0.8 -0.7
H -3.9542 -1.3421 0.7811 -0.9 1.2 -0.3
H -3.8978 1.7282 -0.0483 0.4 -0.9 0.2
H -3.5649 -0.8217 -1.8070 -0.2 1.1 0.0
H -4.8648 0.3995 -2.0664 1.1 0.2 0.4
H -1.3070 -0.2474 -3.3597 0.3 -0.1 0.9
H -1.2416 1.9134 -1.8541 0.2 -0.3 0.3
H -3.7460 3.3819 -1.8786 0.0 0.2 -1.2
H -4.5638 2.9799 -3.4830 0.8 0.3 0.4
H -3.0866 4.0920 -3.4469 -0.5 -0.7 0.4
H -4.0891 -0.1599 -4.4013 -0.1 0.3 -0.4
H -2.9145 0.0831 -5.4937 -0.3 0.5 0.0
H 0.3705 4.4165 -3.3243 0.6 -0.8 0.6
H 1.6781 5.3275 -1.2537 0.0 -1.1 -0.7
H 3.2657 3.7940 0.0903 -0.8 -0.4 -0.9
H 3.4914 1.3356 -0.6601 -0.8 0.5 -0.8
H 2.2514 0.3934 -2.6459 -0.5 1.1 0.0
H -2.7182 0.8012 2.1115 0.5 -0.4 -0.6
H -1.1656 1.5241 1.5475 -0.8 -0.7 -0.4
H -1.0603 -1.6599 -0.1972 0.3 0.4 1.3
H 0.3834 -3.6195 0.3494 -0.1 0.8 1.1
H 1.4248 -3.8433 2.7228 -0.7 1.1 0.1
H 0.9568 -2.0857 4.5600 -0.7 0.2 -1.8
H -0.6253 0.1029 3.9970 0.7 -1.2 -7.4
Cs -6.9102 -0.6745 1.2935 -6.9 -1.0 3.2
C 6.5113 3.7232 -1.3479 0.1 -0.2 -0.3
Cl 7.1766 5.0536 -2.3128 0.2 0.1 0.1
Cl 4.8725 3.2897 -1.8710 2.8 0.5 -0.5
H 7.1577 2.8553 -1.4547 0.0 0.1 -0.1
H 6.4759 4.0307 -0.3055 -0.1 0.1 -0.1
Cs -0.6429 -0.2589 5.7168 -0.7 -0.2 8.8
C -5.4711 2.5400 9.7855 -0.3 -0.2 0.2
C -4.4195 2.2823 8.7012 0.0 0.2 0.1
O -4.3707 1.1070 8.2560 0.4 -0.2 -0.4
O -3.7283 3.2763 8.3833 0.1 -0.4 -0.2
H -6.0365 1.6343 10.0141 0.0 0.0 0.0
H -4.9833 2.8839 10.7002 0.0 0.1 -0.1
H -6.1700 3.3089 9.4485 0.1 0.1 0.1
C 3.9170 -2.9969 -1.4946 -0.4 0.2 0.2
C 4.1427 -3.8654 -2.7217 0.3 0.1 -0.3
O 5.0927 -4.8882 -2.5197 0.5 0.5 0.7
C 4.6540 -6.1381 -1.8919 -1.3 -0.7 -1.2
O 3.6148 -6.6456 -2.4986 0.2 -0.1 0.8
C 4.4524 -6.0072 -0.3395 0.4 0.5 -0.5
F 5.4150 -5.2206 0.2248 -0.1 0.0 0.3
F 4.5684 -7.2082 0.2757 -0.1 0.1 -0.1
F 3.2650 -5.4880 0.0510 0.0 -0.2 0.2
H 4.8521 -2.8061 -0.9639 0.0 0.0 -0.1
H 3.4697 -2.0398 -1.7848 0.1 0.0 0.0
H 3.2263 -3.4697 -0.7984 0.1 0.0 0.0
H 4.5712 -3.2251 -3.5005 0.1 -0.1 0.0
H 3.1980 -4.2409 -3.1265 0.0 -0.3 0.2
H 5.5936 -6.7268 -1.9387 0.3 0.0 0.0

# 2
48
Properties=species:S:1:pos:R:3:forces:R:3 method="wB97M-V/def2-TZVPD" homo_energy_ev="-4.59 / -4.59" orbital_gap_ev="4.84 / 4.85" lumo_ev="0.257 / 0.260" charge=-1
Au -1.2216 1.3821 0.8320 -1.5 -0.6 0.6
O -0.8678 5.9839 -0.1236 -0.7 -2.9 -0.9
C -0.8286 4.6829 -0.5608 -1.9 0.7 3.9
O 0.7670 2.6367 0.0648 0.1 1.5 -0.7
C -2.4409 3.0120 -1.1206 -0.5 -1.8 -0.8
O -2.9176 3.5514 -2.0689 -0.1 1.0 -0.4
O -2.4297 1.8078 -0.7815 -0.1 0.5 -0.1
O 1.9652 -0.0943 3.5694 -0.1 -0.2 -0.5
As 1.1880 1.1994 2.5974 0.8 -1.1 0.5
O 1.4359 2.5365 3.4505 0.3 1.4 0.4
O -0.3919 0.6469 2.5041 0.2 -0.4 0.4
C 2.1718 0.9895 0.9449 -0.5 0.3 0.3
C 3.2100 0.0903 0.8223 0.2 -0.3 0.0
C 3.8877 -0.0179 -0.3820 0.0 -0.1 0.0
C 3.5243 0.7926 -1.4458 0.0 0.0 0.0
C 2.4993 1.7127 -1.3267 -0.2 0.1 0.0
C 1.7955 1.8127 -0.1215 0.7 -0.4 -0.2
S 0.9573 4.5097 -0.3233 0.6 -1.7 -0.4
O 0.4757 6.3267 -0.1995 0.1 0.9 -0.6
O 1.6163 4.4528 -1.6079 0.8 0.5 0.0
O -1.7524 3.8210 -0.1129 1.6 3.5 -1.3
H 2.1988 0.3413 4.3915 0.1 0.2 0.2
H 3.4849 -0.5243 1.6710 -0.1 0.0 0.0
H 4.6880 -0.7352 -0.4896 0.1 0.0 0.0
H 4.0531 0.7084 -2.3842 0.1 0.0 -0.1
H 2.2385 2.3835 -2.1295 0.0 -0.2 -0.1
C 0.0618 -1.5842 0.0632 0.0 0.1 0.1
N -1.2911 -1.0296 0.0619 0.0 -0.3 -0.2
C -1.8832 -1.2239 -1.2595 0.0 0.1 0.2
N -1.9371 -2.6421 -1.5981 -0.2 -0.1 -0.5
C -0.5782 -3.1723 -1.5635 0.0 -0.1 -0.1
N 0.0425 -3.0050 -0.2549 0.4 -0.4 -0.1
C -0.7837 -3.6827 0.7378 0.1 -0.1 0.0
N -2.1489 -3.1693 0.7557 -0.3 -0.3 0.3
C -2.0939 -1.7444 1.0545 0.1 0.2 0.0
C -2.7189 -3.3302 -0.5768 -0.1 -0.1 0.0
H 0.5020 -1.4424 1.0539 0.0 0.0 -0.1
H 0.6684 -1.0574 -0.6799 0.0 0.0 0.1
H -1.2810 -0.6951 -2.0024 0.0 0.0 0.0
H -2.8899 -0.8001 -1.2634 0.0 0.0 0.0
H 0.0264 -2.6535 -2.3127 0.0 0.0 0.0
H -0.6106 -4.2391 -1.8067 0.0 0.0 0.0
H -0.3389 -3.5380 1.7252 0.0 0.0 0.0
H -0.8085 -4.7526 0.5067 0.0 0.0 0.0
H -1.6474 -1.5885 2.0386 0.0 0.1 0.0
H -3.1068 -1.3335 1.0506 0.0 0.0 0.0
H -3.7362 -2.9303 -0.5794 0.0 0.0 0.0
H -2.7554 -4.3959 -0.8217 0.0 0.0 0.0

# 3
65
Properties=species:S:1:pos:R:3:forces:R:3 method="wB97M-V/def2-TZVPD" homo_energy_ev=-7.74 orbital_gap_ev=8.23 lumo_ev=0.499 e_above_lowest_kj_mol=13.12
Cd -0.4532 -0.1459 -1.4343 0.2 0.1 -0.7
C 3.5863 0.7574 -3.0112 -0.3 -0.2 -0.1
P 2.2764 0.0981 -1.8933 0.6 -0.1 0.4
C 3.2136 -1.2778 -1.1221 -0.1 0.2 0.0
C 2.2848 1.4473 -0.6465 0.0 0.1 0.0
C 3.1534 1.4334 0.4413 0.0 0.0 0.0
C 3.1591 2.4719 1.3584 0.0 0.0 0.0
C 2.3099 3.5522 1.1799 0.0 0.0 0.1
C 1.4359 3.5770 0.1058 0.0 0.0 0.0
C 1.3924 2.5284 -0.8069 0.1 -0.2 0.0
P 0.2114 2.4970 -2.2239 -0.1 0.6 0.4
C 0.9658 3.8365 -3.2472 -0.2 -0.3 -0.2
C -1.2879 3.3680 -1.6234 0.2 -0.1 0.0
H 4.4764 0.9913 -2.4267 0.0 0.0 0.0
H 3.2385 1.6553 -3.5176 0.0 0.0 0.0
H 3.8268 0.0038 -3.7618 0.0 0.0 0.0
H 4.1990 -0.9782 -0.7632 0.0 0.0 0.0
H 3.3385 -2.0311 -1.9017 0.0 0.0 0.0
H 2.6265 -1.7244 -0.3200 0.0 0.0 0.0
H 3.8315 0.6009 0.5808 0.0 0.0 0.0
H 3.8260 2.4355 2.2108 0.0 0.0 0.0
H 2.3119 4.3691 1.8905 0.0 0.0 0.0
H 0.7557 4.4124 0.0099 0.0 0.0 0.0
H 1.0166 4.7617 -2.6726 0.0 0.0 0.0
H 0.3504 3.9925 -4.1338 0.0 0.0 0.0
H 1.9685 3.5586 -3.5659 0.0 0.0 0.0
H -1.0605 4.2661 -1.0522 0.0 0.0 0.0
H -1.8661 2.6868 -1.0026 0.0 0.1 0.1
H -1.8802 3.6346 -2.5001 0.0 0.0 0.0
O -2.6532 -0.1643 -1.6971 -0.5 0.1 0.1
N -3.1118 -1.3853 -1.9036 0.0 -0.2 -0.2
C -4.3661 -1.6576 -1.4861 -0.2 0.0 0.1
C -4.9383 -2.8883 -1.6593 0.0 0.0 0.0
C -4.1879 -3.8962 -2.2663 0.1 0.0 0.0
C -2.9091 -3.6163 -2.6807 -0.2 0.0 0.0
C -2.3486 -2.3373 -2.5287 0.0 0.1 0.0
S -0.7848 -1.9559 -3.1100 0.0 -0.2 -0.3
H -4.8679 -0.8279 -1.0120 0.1 0.1 0.0
H -5.9528 -3.0562 -1.3299 0.0 0.0 0.0
H -4.6051 -4.8849 -2.4024 0.0 0.0 0.0
H -2.2868 -4.3671 -3.1442 0.0 0.0 0.0
C -2.9048 -1.5117 2.3750 0.2 -0.1 0.0
C -1.6263 -2.2623 2.7509 -0.1 0.1 0.0
C -0.3234 -1.4402 2.5848 0.1 -0.2 0.1
C 0.8903 -2.3210 2.9284 0.1 0.2 0.0
C 2.2079 -1.5467 2.8654 -0.2 -0.1 0.0
C -0.3796 -0.2763 3.5586 0.0 0.0 -0.1
O -0.2590 -0.4179 4.7565 0.0 0.0 0.0
N -0.6232 0.9527 3.0067 0.1 0.0 0.0
C -0.8158 1.2429 1.6478 -0.4 0.0 0.1
O -1.2406 2.3380 1.3385 0.3 0.0 0.0
N -0.5361 0.2528 0.7555 0.2 0.0 0.0
C -0.2392 -1.0017 1.1322 0.0 0.0 0.4
O 0.0433 -1.8329 0.2567 0.1 0.0 0.2
H -3.7691 -2.1649 2.4953 0.0 0.0 0.0
H -2.8802 -1.1762 1.3359 0.0 0.0 0.0
H -3.0519 -0.6381 3.0123 0.0 0.0 0.0
H -1.5279 -3.1562 2.1322 0.1 0.0 0.0
H -1.6760 -2.5798 3.7938 0.0 0.0 0.0
H 0.9070 -3.1500 2.2219 -0.1 0.0 0.0
H 0.7456 -2.7246 3.9307 0.0 0.0 0.0
H 2.2828 -0.9899 1.9292 0.1 0.0 0.0
H 3.0579 -2.2264 2.9277 0.0 0.0 0.0
H 2.2748 -0.8348 3.6896 0.0 0.0 0.0
H -0.7517 1.7242 3.6442 -0.1 0.0 0.0